1.
{"formula": "C5H9O3Sr", "method": "ωB97M-V/def2-TZVPD", "elements": ["O", "C", "O", "Sr", "O", "C", "C", "H", "H", "C", "H", "H", "H", "C", "H", "H", "H", "H"], "xyz": [[-1.027, -1.038, -0.658], [-1.654, -2.316, -0.604], [-0.868, -3.036, 0.057], [0.707, -1.723, 0.959], [1.267, 0.014, 2.464], [1.967, 0.995, 2.708], [-1.611, 0.026, -1.419], [-2.256, 0.596, -0.738], [-0.792, 0.678, -1.748], [-2.393, -0.528, -2.588], [-1.801, -1.270, -3.140], [-3.323, -1.004, -2.247], [-2.655, 0.291, -3.271], [2.986, 1.559, 1.807], [1.781, 1.525, 3.658], [3.670, 0.806, 1.403], [3.538, 2.335, 2.361], [2.461, 2.090, 0.996]], "forces_ev_per_angstrom": [[1.348, 0.813, 0.453], [-0.463, -0.619, -0.078], [-0.440, -0.751, 0.096], [-0.024, -0.325, -0.472], [0.772, 0.817, 0.233], [-0.850, -0.203, 0.510], [-0.545, 0.032, -0.045], [0.089, 0.003, -0.233], [-0.113, -0.223, 0.084], [-0.453, 0.196, -0.376], [-0.179, 0.220, 0.142], [0.418, 0.103, -0.190], [0.078, -0.162, 0.146], [0.343, 0.738, 0.178], [0.037, -0.118, -0.128], [-0.179, 0.124, -0.033], [0.024, -0.388, -0.331], [0.136, -0.257, 0.045]], "mulliken_charge": [-0.205, -0.301, -0.656, 2.089, -0.650, 0.201, -0.264, 0.250, 0.265, -1.114, 0.312, 0.334, 0.360, -0.887, 0.381, 0.286, 0.302, 0.297], "e_lumo_ev": -4.432, "e_above_lowest_kcal_mol": 0.00, "charge": 1, "gap_ev": 6.47}

=====

2.
{"formula": "C3HINS", "method": "ωB97M-V/def2-TZVPD", "elements": ["C", "C", "C", "N", "S", "I", "H"], "xyz": [[-0.912, -0.608, 0.937], [0.615, -0.540, -0.880], [0.688, 0.741, -0.662], [-0.262, -1.079, 0.019], [-1.629, 0.151, 2.057], [0.402, 2.515, 0.133], [1.098, -1.181, -1.604]], "forces_ev_per_angstrom": [[0.490, 0.258, -0.380], [0.567, 0.471, -0.569], [0.006, 1.180, 0.315], [-1.046, -0.756, 0.978], [-0.483, -0.256, 0.461], [0.364, -1.083, -0.724], [0.101, 0.186, -0.080]], "mulliken_charge": [0.536, 0.050, -0.175, -0.259, -0.218, 0.673, 0.393], "e_lumo_ev": -7.171, "e_above_lowest_kcal_mol": 0.00, "charge": 1, "gap_ev": 6.80}

=====

3.
{"formula": "C5H7NO", "method": "ωB97M-V/def2-TZVPD", "elements": ["C", "C", "C", "N", "O", "C", "C", "H", "H", "H", "H", "H", "H", "H"], "xyz": [[1.147, -0.118, 0.249], [-1.935, -0.419, -0.245], [2.523, -0.567, -0.106], [-2.772, 0.661, 0.432], [0.807, 1.066, -0.197], [-0.346, 1.630, 0.163], [-1.442, 0.944, 0.222], [-3.410, 1.143, -0.196], [0.767, -0.448, 1.208], [-2.110, -0.566, -1.305], [-1.907, -1.323, 0.355], [2.850, -0.066, -1.018], [2.585, -1.647, -0.232], [3.243, -0.290, 0.671]], "forces_ev_per_angstrom": [[1.495, -0.381, 0.787], [-0.706, 1.107, 0.382], [0.020, 0.338, -0.274], [-0.113, -0.033, 0.075], [-0.606, -0.203, -0.637], [0.169, 1.210, 0.596], [-0.030, -2.119, -0.823], [0.118, -0.014, -0.030], [-0.583, 0.032, -0.124], [0.094, 0.083, 0.026], [0.318, 0.196, -0.029], [-0.040, -0.176, -0.067], [-0.104, -0.005, -0.020], [-0.031, -0.033, 0.138]], "mulliken_charge": [0.071, -0.389, -1.079, -0.510, -0.136, -0.711, 0.722, 0.267, 0.376, 0.247, 0.241, 0.302, 0.324, 0.275], "e_lumo_ev": [-0.510, 0.368], "e_above_lowest_kcal_mol": 154.69, "gap_ev": [7.06, 8.84]}

=====

4.
{"formula": "C16H20ClIN4O3Tl", "method": "ωB97M-V/def2-TZVPD", "elements": ["Tl", "C", "C", "N", "C", "C", "N", "C", "C", "N", "H", "H", "H", "H", "H", "H", "H", "H", "H", "H", "H", "H", "H", "H", "H", "Cl", "C", "C", "C", "I", "C", "O", "C", "N", "C", "C", "C", "C", "H", "H", "H", "H", "O", "C", "O", "H"], "xyz": [[-1.221, -0.547, 0.465], [-0.304, 0.923, 3.871], [-0.571, 1.992, 2.791], [0.022, 1.701, 1.507], [1.447, 1.860, 1.338], [2.210, 0.626, 1.878], [1.469, -0.559, 1.534], [1.427, -1.664, 2.451], [0.514, -1.397, 3.681], [-0.528, -0.429, 3.397], [-0.952, 1.164, 4.728], [0.727, 1.004, 4.225], [-0.236, 2.964, 3.203], [-1.647, 2.043, 2.618], [-0.511, 2.188, 0.795], [1.837, 2.772, 1.825], [1.639, 1.934, 0.265], [2.302, 0.687, 2.964], [3.239, 0.637, 1.469], [1.647, -0.878, 0.590], [2.424, -1.972, 2.819], [0.995, -2.493, 1.892], [1.130, -1.064, 4.532], [0.062, -2.351, 3.967], [-1.444, -0.765, 3.655], [-0.296, -1.865, -6.626], [0.053, -1.839, -4.916], [0.703, -2.918, -4.361], [0.959, -2.923, -3.006], [1.969, -4.557, -2.116], [0.575, -1.909, -2.111], [0.756, -1.990, -0.870], [-0.037, -0.751, -2.745], [-0.304, 0.295, -1.949], [-0.856, 1.368, -2.459], [-1.243, 1.460, -3.803], [-0.980, 0.411, -4.642], [-0.320, -0.730, -4.140], [0.997, -3.752, -4.982], [-1.020, 2.193, -1.779], [-1.754, 2.343, -4.161], [-1.265, 0.442, -5.687], [-3.532, 0.412, -0.905], [-3.396, 1.575, -0.524], [-2.478, 2.050, 0.165], [-4.204, 2.311, -0.842]], "forces_ev_per_angstrom": [[-0.215, -0.253, 0.060], [-0.054, 0.346, -0.222], [0.116, -0.207, 0.273], [-0.224, 0.553, -0.269], [0.135, -0.215, 0.273], [-0.123, 0.173, -0.127], [0.553, -0.264, -0.191], [-0.024, 0.019, 0.188], [0.267, -0.001, -0.108], [-0.342, -0.137, 0.456], [0.135, 0.002, -0.037], [-0.097, 0.005, 0.018], [-0.087, -0.026, -0.030], [-0.020, 0.107, -0.013], [-0.016, -0.015, 0.017], [0.002, -0.037, -0.092], [-0.004, 0.038, 0.018], [0.044, 0.009, -0.011], [-0.177, -0.004, 0.142], [-0.076, -0.105, -0.123], [-0.135, -0.087, -0.048], [0.114, -0.136, -0.088], [-0.113, -0.050, -0.059], [0.058, 0.065, 0.056], [0.130, -0.006, 0.031], [-0.044, 0.020, -0.223], [0.214, -0.480, -0.163], [-0.272, 0.368, -0.432], [0.358, -0.563, 0.621], [-0.202, 0.248, -0.278], [0.212, -0.372, -0.030], [0.047, 0.323, 0.388], [0.012, -0.207, -0.508], [-0.007, 0.478, 0.196], [0.047, 0.064, 0.025], [0.057, -0.177, -0.263], [-0.022, 0.187, 0.095], [-0.041, 0.070, 0.339], [0.005, 0.009, -0.025], [-0.154, 0.032, 0.065], [0.013, 0.059, 0.011], [0.015, 0.011, 0.045], [-0.136, -0.596, -0.288], [-1.133, 0.490, -0.501], [0.893, 0.520, 0.677], [0.291, -0.260, 0.136]], "mulliken_charge": [0.943, -0.748, -0.979, 0.351, -0.956, -1.015, 0.264, -0.806, -0.870, -0.052, 0.429, 0.257, 0.325, 0.339, 0.176, 0.322, 0.345, 0.338, 0.449, 0.247, 0.334, 0.329, 0.273, 0.438, 0.311, -0.314, 0.708, -0.613, -0.416, -0.046, 0.490, -0.703, 0.073, -0.145, -0.150, -1.020, -0.802, 0.146, 0.390, 0.555, 0.401, 0.375, -0.618, -0.162, -0.554, 0.367], "e_lumo_ev": 2.502, "charge": -1, "gap_ev": 6.57}